C28H27BiN3O3S2Se | the ωB97M-V functional and the def2-TZVPD basis

Element x y z (Å)
Bi (1.991, -2.325, -0.374)
S (-0.664, -2.209, 0.132)
C (-0.926, -1.171, 1.447)
N (-1.960, -0.366, 1.455)
C (-2.177, 0.518, 2.604)
C (-1.893, -0.254, 3.861)
N (-0.533, -0.783, 3.805)
C (0.206, -0.768, 5.078)
C (0.452, 0.650, 5.531)
C (1.195, 1.513, 4.729)
C (1.397, 2.826, 5.125)
C (0.864, 3.283, 6.325)
C (0.126, 2.426, 7.126)
C (-0.085, 1.112, 6.725)
C (-0.001, -1.175, 2.661)
S (1.582, -1.693, 2.520)
C (-2.828, -0.159, 0.273)
C (-2.251, 0.880, -0.655)
C (-1.522, 0.495, -1.777)
C (-0.946, 1.454, -2.597)
C (-1.095, 2.802, -2.302)
C (-1.835, 3.191, -1.194)
C (-2.414, 2.232, -0.377)
H (-3.215, 0.841, 2.594)
H (-1.520, 1.386, 2.512)
H (-2.607, -1.071, 3.999)
H (-1.953, 0.414, 4.719)
H (1.133, -1.313, 4.930)
H (-0.402, -1.301, 5.812)
H (1.607, 1.161, 3.790)
H (1.973, 3.492, 4.497)
H (1.026, 4.307, 6.633)
H (-0.288, 2.776, 8.062)
H (-0.660, 0.441, 7.354)
H (-3.796, 0.154, 0.662)
H (-2.955, -1.110, -0.235)
H (-1.400, -0.557, -2.008)
H (-0.379, 1.144, -3.466)
H (-0.645, 3.550, -2.941)
H (-1.966, 4.241, -0.969)
H (-3.000, 2.544, 0.481)
C (-2.324, -1.674, -5.774)
O (-1.036, -1.317, -6.267)
C (0.021, -1.494, -5.469)
C (1.268, -1.123, -6.016)
C (2.393, -1.292, -5.272)
C (2.368, -1.803, -3.947)
C (3.600, -2.000, -3.243)
C (4.931, -1.866, -3.929)
O (3.663, -2.279, -2.015)
C (1.102, -2.137, -3.400)
O (0.902, -2.603, -2.179)
C (-0.050, -1.995, -4.181)
H (-3.019, -1.463, -6.579)
H (-2.584, -1.074, -4.899)
H (-2.365, -2.735, -5.523)
H (1.299, -0.724, -7.020)
H (3.339, -1.004, -5.706)
H (4.923, -2.175, -4.969)
H (5.655, -2.459, -3.375)
H (5.248, -0.821, -3.874)
H (-0.987, -2.285, -3.730)
Se (2.363, 0.324, -0.809)
C (1.190, 0.994, 0.425)
N (0.463, 1.430, 1.207)

Properties
net charge	+1
relative energy (zero: lowest compared OMol25 entry of this formula, charge and spin)	0.72	kcal/mol
frontier orbital gap	7.146	eV
spin multiplicity	1
E_LUMO	-0.145	hartree

---

C19H26BN7Pb | the ωB97M-V functional and the def2-TZVPD basis

Element x y z (Å)
C (-0.561, -1.919, 1.194)
N (0.375, -1.244, 0.502)
N (1.319, -1.996, -0.096)
C (1.049, -3.231, 0.317)
C (-0.105, -3.217, 1.132)
B (2.507, -1.446, -0.966)
N (2.013, -0.581, -2.156)
N (1.085, 0.424, -1.990)
C (0.833, 0.986, -3.188)
C (1.616, 0.337, -4.139)
C (2.335, -0.645, -3.452)
Pb (0.356, 0.689, 0.088)
N (3.509, -0.631, -0.087)
N (3.133, 0.502, 0.593)
C (4.224, 0.891, 1.291)
C (5.302, 0.005, 1.058)
C (4.798, -0.943, 0.171)
H (4.202, 1.771, 1.920)
H (5.245, -1.810, -0.296)
H (6.299, 0.042, 1.459)
H (3.054, -2.405, -1.379)
H (3.051, -1.379, -3.771)
H (1.703, -3.983, 0.014)
H (1.659, 0.542, -5.189)
H (-0.558, -4.030, 1.602)
H (0.112, 1.789, -3.276)
H (-1.382, -1.391, 1.666)
H (1.626, 2.140, 0.113)
C (0.645, 2.711, -0.191)
H (0.748, 3.008, -1.246)
H (-0.626, 2.185, -0.259)
H (0.352, 3.359, 0.641)
C (-3.655, -0.101, 3.091)
N (-2.413, 0.513, 2.606)
C (-1.820, 1.383, 3.633)
C (-2.637, 1.245, 1.335)
C (-2.601, 0.409, 0.064)
C (-3.608, 0.654, -0.877)
C (-3.535, 0.153, -2.173)
C (-2.484, -0.663, -2.572)
C (-1.461, -0.958, -1.655)
C (-1.580, -0.400, -0.407)
H (-3.482, -0.582, 4.060)
H (-3.999, -0.861, 2.380)
H (-4.447, 0.662, 3.219)
H (-0.823, 1.718, 3.314)
H (-2.452, 2.273, 3.816)
H (-1.698, 0.835, 4.575)
H (-3.607, 1.803, 1.408)
H (-1.913, 2.089, 1.287)
H (-4.413, 1.335, -0.621)
H (-4.286, 0.455, -2.902)
H (-2.413, -1.009, -3.596)
H (-0.591, -1.485, -2.061)

Properties
net charge	+4
frontier orbital gap (spin up / spin down)	3.988 / 3.530	eV
spin multiplicity	1
E_LUMO (spin up / spin down)	-0.594 / -0.610	hartree

---

C20H48BIN6O12P3 | the ωB97M-V functional and the def2-TZVPD basis

Element x y z (Å)
C (-6.647, -6.921, -3.618)
O (-5.391, -7.691, -3.605)
C (-4.207, -6.797, -3.721)
C (-3.979, -5.911, -2.361)
C (-2.368, -5.639, -2.006)
N (-2.136, -6.282, -0.660)
P (-1.481, -7.977, -0.771)
N (-0.150, -8.018, -1.748)
C (-2.395, -5.761, 0.575)
N (-2.154, -6.547, 1.843)
C (-2.527, -5.670, 3.012)
I (-2.524, -5.998, 5.175)
N (-2.970, -4.400, 2.286)
B (-3.375, -3.330, 3.280)
C (-5.003, -3.167, 3.645)
O (-2.329, -2.488, 3.934)
N (-2.936, -4.386, 0.873)
C (-3.309, -3.200, 0.031)
O (-2.055, -2.444, -0.293)
N (-2.397, -1.732, -1.393)
O (-1.430, -1.513, -2.106)
H (-6.766, -6.158, -2.732)
H (-6.851, -6.336, -4.621)
H (-7.537, -7.704, -3.505)
H (-3.251, -7.479, -3.931)
H (-4.352, -6.126, -4.697)
H (-4.560, -4.886, -2.525)
H (-4.480, -6.515, -1.461)
H (-2.063, -4.514, -2.088)
H (-1.779, -6.222, -2.865)
H (-1.049, -8.509, 0.491)
H (-2.557, -8.824, -1.276)
H (0.079, -7.057, -2.087)
H (-5.572, -2.470, 2.894)
H (-5.566, -4.216, 3.649)
H (-5.112, -2.749, 4.758)
H (-2.785, -1.735, 4.446)
H (-4.030, -2.420, 0.516)
H (-3.803, -3.474, -1.021)
O (3.395, 1.459, 0.799)
P (2.153, 0.699, 1.327)
O (2.049, 1.565, 2.735)
C (1.425, 2.835, 2.696)
C (-0.077, 2.707, 2.535)
O (3.055, -0.560, 1.958)
C (4.275, -0.931, 1.322)
C (5.465, -0.258, 1.989)
O (0.766, -0.150, 1.916)
C (0.219, -1.134, 1.051)
C (1.067, -2.394, 0.990)
H (1.853, 3.438, 1.890)
H (1.648, 3.337, 3.641)
H (-0.331, 2.299, 1.552)
H (-0.562, 3.682, 2.636)
H (-0.492, 2.027, 3.286)
H (4.234, -0.710, 0.247)
H (4.380, -2.016, 1.413)
H (5.305, 0.812, 2.160)
H (6.366, -0.381, 1.382)
H (5.650, -0.702, 2.970)
H (0.078, -0.703, 0.053)
H (-0.769, -1.389, 1.447)
H (1.946, -2.236, 0.362)
H (0.498, -3.221, 0.546)
H (1.409, -2.693, 1.982)
O (2.524, 6.613, 0.477)
P (2.677, 7.638, -0.673)
O (1.556, 6.913, -1.655)
C (0.186, 7.177, -1.417)
C (-0.187, 8.583, -1.846)
O (4.011, 6.872, -1.328)
C (4.907, 6.175, -0.466)
C (4.568, 4.693, -0.408)
O (2.847, 8.784, -1.959)
C (3.736, 9.865, -1.721)
C (5.196, 9.448, -1.789)
H (-0.048, 7.017, -0.361)
H (-0.391, 6.454, -1.999)
H (0.302, 9.328, -1.211)
H (-1.267, 8.734, -1.780)
H (0.134, 8.773, -2.875)
H (4.914, 6.629, 0.534)
H (5.916, 6.296, -0.871)
H (3.499, 4.509, -0.259)
H (5.121, 4.204, 0.398)
H (4.835, 4.207, -1.350)
H (3.499, 10.324, -0.753)
H (3.541, 10.611, -2.499)
H (5.488, 8.921, -0.878)
H (5.845, 10.328, -1.876)
H (5.382, 8.787, -2.637)

Properties
net charge	+1
frontier orbital gap	6.351	eV
spin multiplicity	1
E_LUMO	-0.170	hartree

---

C14H25N2O3PtS3Si | the ωB97M-V functional and the def2-TZVPD basis

Element x y z (Å)
Pt (-1.475, 0.277, -1.102)
C (0.231, -3.081, 3.148)
N (-0.904, -2.500, 2.429)
C (-2.227, -3.014, 2.784)
C (-0.781, -1.661, 1.404)
O (-1.748, -1.284, 0.724)
C (0.584, -1.083, 1.047)
O (0.467, 0.290, 0.697)
C (0.216, 1.160, 1.784)
C (-1.188, 1.751, 1.743)
O (-1.892, 1.614, 0.731)
N (-1.589, 2.459, 2.793)
C (-0.756, 2.700, 3.969)
C (-2.866, 3.171, 2.748)
H (-0.152, -3.610, 4.015)
H (0.924, -2.321, 3.502)
H (0.776, -3.791, 2.526)
H (-2.444, -2.763, 3.822)
H (-2.258, -4.096, 2.662)
H (-2.973, -2.562, 2.141)
H (0.943, -1.581, 0.145)
H (1.321, -1.202, 1.838)
H (0.912, 1.999, 1.696)
H (0.408, 0.655, 2.732)
H (-0.240, 1.798, 4.290)
H (-1.399, 3.023, 4.782)
H (-0.018, 3.483, 3.785)
H (-3.431, 2.849, 1.882)
H (-2.693, 4.246, 2.685)
H (-3.433, 2.956, 3.653)
S (-4.703, 0.096, -4.184)
C (-3.640, 0.166, -2.982)
S (-3.048, 1.608, -2.284)
S (-2.959, -1.194, -2.204)
C (2.322, -1.312, -5.176)
Si (2.644, -0.017, -3.875)
C (3.041, 1.645, -4.618)
C (3.978, -0.539, -2.675)
C (1.079, 0.133, -2.886)
C (0.058, 0.231, -2.242)
H (3.186, -1.419, -5.835)
H (1.460, -1.036, -5.786)
H (2.116, -2.281, -4.719)
H (3.926, 1.575, -5.254)
H (3.242, 2.379, -3.836)
H (2.214, 2.014, -5.226)
H (4.944, -0.631, -3.178)
H (3.743, -1.501, -2.217)
H (4.080, 0.202, -1.879)

Properties
net charge	+1
relative energy (zero: lowest compared OMol25 entry of this formula, charge and spin)	0.00	kcal/mol
frontier orbital gap	6.602	eV
spin multiplicity	1
E_LUMO	-0.177	hartree

---

Calculated values (hartree) of energy for the records, taken in order: -4885.42613 -1338.57936 -3368.17590 -2486.76383.